1.
291
Properties=species:S:1:pos:R:3 method="wB97M-V/def2-TZVPD" total_energy_ha=-4794.39887 fmax_ev_per_a=3.8
O -2.18 1.41 4.54
O -5.60 -1.76 -0.23
O 7.74 -3.52 -0.44
O -2.49 -0.47 -2.95
O -0.32 -1.40 -1.37
O 0.76 -8.29 1.39
O 5.14 -2.94 -6.26
O 6.67 -1.51 2.56
O 4.38 3.03 -2.66
O -6.28 0.25 1.98
O 1.48 4.90 -5.08
O -3.20 3.54 0.04
O -6.67 -1.03 5.44
N -3.12 4.91 -0.26
N 3.79 -3.42 3.85
N 4.12 -0.79 -4.97
N 0.17 -0.14 -0.81
N 0.89 7.78 -5.00
N 5.37 3.10 -1.66
N 6.64 -2.35 -3.75
N -2.06 1.47 5.96
N -1.59 2.22 -1.83
N 1.48 -7.28 0.60
N -8.41 -1.45 3.19
N -6.30 -3.05 0.05
C 7.62 2.35 -1.13
C 6.50 2.31 -2.14
C -2.22 6.97 0.75
C 1.41 -5.08 -0.26
C -4.19 2.55 5.89
C -7.12 -3.44 -2.31
C -0.03 -0.18 0.68
C 1.40 0.50 -2.75
C 2.00 1.28 0.84
C 5.56 4.53 -1.21
C 2.90 -6.90 -1.34
C -7.48 -3.25 -0.85
C 1.38 7.00 -3.81
C -8.29 -2.02 -0.64
C -5.83 -2.19 5.38
C -2.76 2.73 6.27
C 4.47 0.56 -7.07
C -1.33 2.88 8.41
C 5.94 5.41 -2.38
C -4.47 6.89 -0.24
C 2.29 3.87 -5.62
C 0.58 1.10 1.25
C -4.40 -4.42 -1.00
C -1.56 -0.27 0.84
C -4.26 -3.66 1.31
C 5.23 -1.68 -6.80
C 1.15 -8.78 -1.44
C 0.33 6.43 -2.93
C -4.52 5.33 -0.16
C -7.24 -5.67 -0.16
C -3.64 7.57 0.89
C 0.56 -6.08 0.53
C -2.22 4.03 5.52
C 6.04 0.87 -2.27
C 1.98 1.40 -0.69
C -5.34 4.93 1.02
C -3.76 -1.18 -2.96
C -0.25 -0.10 5.98
C 0.31 2.31 5.63
C 4.06 -3.72 -6.73
C 2.14 -7.98 -0.52
C -2.08 5.48 0.79
C -2.14 4.87 2.15
C 6.50 -3.04 -2.41
C 1.94 -5.66 -1.59
C 5.93 -4.44 -2.35
C -2.85 3.22 -3.70
C -0.75 5.06 0.18
C -4.46 -1.63 4.91
C 1.56 0.11 -1.30
C -6.07 -5.26 0.76
C 6.53 -0.61 1.49
C 4.97 -3.14 2.99
C -2.68 1.96 -2.82
C -2.72 3.07 7.81
C 8.88 -3.74 0.31
C 7.04 2.65 -3.59
C 6.68 4.39 -0.09
C -0.69 1.59 7.96
C -7.31 0.77 2.88
C -5.10 1.09 2.14
C 0.38 -5.52 1.96
C -0.77 -6.41 -0.17
C 0.50 -1.43 1.44
C 7.84 -3.04 -1.74
C 2.62 -0.95 -1.05
C -9.62 0.61 3.75
C 3.26 -8.90 0.04
C -5.23 -4.10 0.23
C -5.23 4.74 -1.44
C -0.62 1.33 6.38
C 5.39 -1.70 3.19
C -8.26 -4.48 -0.28
C 4.19 -0.74 -6.41
C 2.33 5.87 -4.42
C 4.65 -3.39 1.53
C 4.18 4.91 -0.59
C -8.59 -0.03 2.83
C 7.98 3.76 -0.62
C -2.47 0.75 -3.71
H -1.55 7.38 1.50
H 0.49 -8.19 -2.08
H 3.80 -6.53 -0.74
H 4.62 0.50 -8.13
H 3.58 2.76 -2.22
H -4.67 4.89 -2.35
H 1.36 -8.37 2.17
H -4.99 -4.93 -1.73
H -1.88 3.72 4.55
H 8.51 1.87 -1.58
H 8.52 4.39 -1.28
H -0.96 5.02 -0.85
H 0.19 5.66 0.43
H -4.28 0.66 1.58
H 2.49 -1.91 -1.57
H -5.73 -2.67 6.32
H -1.44 -5.56 -0.16
H 0.07 -1.39 2.41
H 8.38 -2.13 -1.84
H 9.29 -2.82 0.75
H -6.92 0.73 3.87
H -7.79 -1.90 2.46
H 2.52 -4.87 -2.04
H -1.70 7.25 -0.20
H 3.64 1.27 -7.01
H 0.47 -9.44 -0.80
H 1.29 -5.08 2.34
H -6.40 4.86 0.68
H 3.96 -3.75 -7.84
H -5.00 3.87 1.35
H -0.69 -6.67 -1.23
H 3.95 -8.27 0.53
H -3.72 -2.46 4.92
H 5.53 -3.44 0.92
H 2.76 -1.22 -0.02
H 7.54 -2.63 -4.12
H -4.87 1.13 3.17
H -0.57 4.06 0.47
H 6.72 0.28 -2.85
H -8.99 -4.91 -0.96
H 2.76 0.59 1.24
H -7.78 -6.55 0.26
H -0.35 -4.67 1.95
H -3.17 4.09 8.02
H -1.24 -7.19 0.38
H 1.30 2.15 -1.01
H 0.62 7.08 -5.72
H 5.79 -3.84 3.25
H -10.47 -0.07 3.97
H -1.24 5.22 2.67
H 4.96 -4.40 -2.88
H -1.42 4.54 6.07
H -4.30 2.63 4.79
H -2.46 3.10 -0.43
H 9.71 -4.18 -0.31
H -0.81 2.77 -2.18
H -3.76 -2.77 0.91
H 6.56 -5.22 -2.69
H -7.53 -1.24 5.02
H -3.57 1.65 -2.22
H 8.61 3.55 0.31
H 3.13 -3.33 -6.40
H 4.36 5.77 0.01
H 1.59 -1.43 1.58
H 8.50 -3.71 -2.29
H -5.29 2.10 1.85
H -3.55 -4.52 1.48
H -9.22 -1.98 -1.16
H 0.88 1.43 -2.76
H -0.72 3.78 8.15
H 1.59 3.20 -6.13
H -7.75 -1.08 -0.86
H 6.25 3.66 0.63
H -9.16 0.81 4.69
H 3.38 5.17 -1.29
H -1.13 -0.66 6.23
H -0.30 5.81 -3.54
H 6.77 5.37 0.37
H 7.52 -0.55 1.06
H -2.80 0.67 4.54
H 4.18 -4.31 1.23
H 7.07 5.43 -2.54
H 2.46 0.62 -3.09
H -4.59 -0.73 -2.39
H 2.98 1.62 -1.03
H -6.55 -4.91 1.68
H 3.70 -4.40 4.09
H -3.07 5.02 2.71
H -9.88 1.54 3.23
H 2.78 3.32 -4.83
H -4.00 7.37 1.90
H -4.09 -1.26 -4.05
H 0.18 -2.39 1.01
H 2.89 -3.12 3.50
H 3.01 4.20 -6.42
H 6.40 2.44 -4.38
H -6.21 -2.87 4.61
H 6.37 0.47 1.75
H -3.53 -2.19 -2.55
H 3.70 0.02 -4.50
H -5.75 -1.24 0.58
H 5.43 5.08 -3.33
H 6.12 -1.22 -6.36
H 1.69 -9.44 -2.08
H 0.95 -0.18 -3.48
H -5.37 -6.11 0.92
H 1.28 1.78 5.50
H 7.94 2.10 -3.79
H 5.83 -2.35 -1.92
H 0.59 -0.47 6.49
H 7.29 3.72 -3.65
H 6.00 -2.78 -4.41
H 5.89 -0.96 0.68
H 2.89 -9.58 0.78
H -3.82 -3.54 -1.31
H -8.92 -0.02 1.79
H -4.78 3.25 6.46
H -4.60 -1.43 3.79
H 3.20 -1.09 -6.72
H 5.41 -1.34 4.22
H 3.95 -2.59 1.14
H -8.07 -3.43 -2.92
H 1.96 7.67 -3.22
H -1.90 0.01 1.89
H -7.61 1.76 2.59
H -0.25 7.23 -2.51
H 0.86 -4.12 -0.40
H -1.53 0.81 -4.22
H 8.64 -4.50 1.06
H 0.43 3.25 6.20
H 3.63 -0.60 -1.45
H -1.27 0.78 8.37
H -0.05 1.85 0.79
H -4.11 -0.79 5.48
H 2.27 -4.84 0.38
H -5.55 3.74 -1.21
H 0.80 5.79 -2.21
H 3.27 -7.42 -2.26
H 5.36 0.96 -6.56
H 2.85 5.37 -3.66
H 1.53 8.48 -5.32
H -2.01 -1.16 0.54
H 5.34 -1.81 -7.86
H -6.61 -4.36 -2.45
H 0.09 -6.15 2.75
H -0.86 -1.07 -2.12
H 5.67 -4.65 -1.29
H -8.69 -4.18 0.68
H 4.63 -1.10 2.67
H -3.06 4.70 5.30
H -3.29 0.66 -4.44
H 3.74 -9.38 -0.80
H 1.17 -5.92 -2.33
H -2.03 3.32 -4.42
H -4.74 -3.43 2.27
H 0.32 1.55 8.35
H -5.37 5.69 1.89
H 4.95 -1.04 -4.43
H -0.18 -0.07 4.92
H -2.91 4.07 -2.99
H -6.94 -5.97 -1.15
H 2.40 2.18 1.36
H 2.95 6.34 -5.14
H 0.46 1.11 2.35
H 4.19 -4.74 -6.35
H -3.29 2.33 8.35
H -1.95 3.78 2.06
H -1.32 1.30 -1.41
H -3.61 8.67 0.77
H -5.56 7.11 -0.34
H -9.35 -1.88 3.11
H -3.63 -5.12 -0.61
H 5.09 0.85 -2.82
H -6.17 5.31 -1.51
H -4.09 7.31 -1.15
H 5.83 0.31 -1.36
H -1.99 0.51 0.19
H -0.21 2.54 4.69
H -6.54 -2.59 -2.70
H -1.37 2.97 9.50
H -3.81 3.28 -4.20
H -4.57 1.52 6.13
H 5.70 6.45 -2.25
H 7.28 1.66 -0.37
H 3.73 4.13 0.07
H -8.52 -1.86 0.44

2.
14
Properties=species:S:1:pos:R:3 method="wB97M-V/def2-TZVPD" total_charge=-1 total_energy_ha=-1301.60038 fmax_ev_per_a=2.9
Cl -0.04 2.82 -0.98
Cl 1.12 -0.58 -1.90
O -0.59 2.18 1.62
O 1.45 1.54 0.91
O -1.80 0.42 -1.31
C 0.33 1.97 0.90
C 0.64 -1.63 0.62
C 0.11 -0.87 -0.57
C -1.16 -0.41 -0.52
H 0.81 -2.67 0.42
H -1.04 0.82 -1.76
H 1.70 -1.33 0.79
H 0.22 -1.32 1.56
H -1.76 -0.93 0.22

3.
42
Properties=species:S:1:pos:R:3 method="wB97M-V/def2-TZVPD" total_energy_ha=-1819.88843 fmax_ev_per_a=18.0
S 2.61 -2.32 0.49
S -2.71 2.10 -0.28
N -0.10 2.20 -0.86
N 2.24 1.87 1.46
N -2.28 -0.80 2.20
N -5.07 0.75 1.07
N -0.06 -2.28 0.44
N 2.51 -0.66 -2.14
C 5.39 1.37 -0.72
C 3.51 -0.10 -1.20
C -3.50 0.54 -0.67
C 1.79 0.81 1.14
C -0.49 0.55 0.64
C 4.33 0.87 -1.66
C 0.62 0.01 0.87
C -4.65 -1.83 -1.33
C 3.70 -0.62 -0.02
C 5.59 0.55 0.60
C 4.61 -0.47 0.98
C -1.45 -0.23 1.43
C -0.93 1.55 -0.05
C -3.54 -1.24 -1.95
C -2.90 -0.25 -1.65
C -4.50 0.12 0.22
C 0.98 -1.30 0.59
C -5.04 -1.39 -0.29
H -3.10 -1.95 -2.68
H -4.44 1.33 1.64
H -0.56 3.16 -1.00
H 4.68 -0.83 1.90
H -0.84 -2.11 0.59
H -4.87 -2.78 -1.54
H -5.67 0.22 2.01
H 4.26 1.43 -2.64
H -5.92 -1.65 0.48
H 0.74 2.29 -0.22
H 6.03 2.09 -0.67
H 6.33 0.91 1.22
H 2.26 0.05 -2.85
H -2.15 0.19 -2.29
H 1.83 -0.93 -1.77
H 0.29 -3.12 0.09

4.
86
Properties=species:S:1:pos:R:3 method="wB97M-V/def2-TZVPD" total_charge=-1 total_energy_ha=-1920.78060 fmax_ev_per_a=1.7
P -0.52 -2.36 1.18
O -1.39 0.23 2.04
O -0.60 -1.82 -0.50
N -2.85 -0.72 -6.99
N 3.83 1.91 3.73
N 6.63 -0.25 2.74
N 3.45 4.57 -1.45
C -3.72 1.25 -1.21
C -3.55 0.16 0.94
C -3.03 -3.11 -2.82
C 3.47 4.26 -0.12
C -1.64 -0.44 -5.15
C -0.85 -2.82 -1.44
C 7.50 -0.19 3.79
C -3.63 -0.01 -6.11
C -1.73 2.47 -2.23
C 2.61 3.71 -2.11
C 2.10 2.84 -1.19
C -2.19 0.54 0.97
C 8.01 -1.96 2.50
C -4.68 -1.99 1.79
C -0.21 -0.55 1.71
C 6.93 -1.32 1.96
C -4.12 -0.59 2.13
C -2.91 0.18 -4.96
C -4.57 -3.23 -2.57
C 8.38 -1.24 3.67
C -4.26 0.53 -0.17
C 5.71 2.96 4.28
C 2.64 3.19 0.07
C -1.64 -0.99 -6.40
C 4.96 2.50 3.22
C -5.32 0.25 2.67
C -2.41 1.64 -1.15
C 3.85 2.00 5.09
C 5.00 2.64 5.47
C -2.33 -3.32 -1.45
C -1.65 1.27 -0.06
H 5.88 0.40 2.58
H 0.37 -0.62 2.65
H -4.62 0.30 -6.38
H 6.34 -1.54 1.08
H 4.08 4.82 0.57
H 0.93 -2.60 1.10
H -1.14 1.88 -2.93
H -2.34 -4.39 -1.23
H -0.18 -3.69 -1.36
H 5.13 2.55 2.16
H 3.97 5.31 -1.88
H -0.72 -3.77 0.81
H -0.88 -1.54 -6.93
H -3.90 -2.74 1.63
H -5.97 0.52 1.83
H -5.87 -0.28 3.46
H 2.45 3.80 -3.17
H -4.90 1.20 3.03
H -5.08 -3.83 -3.34
H 7.43 0.59 4.53
H 2.45 2.70 1.02
H -5.41 -1.99 0.97
H -2.47 3.10 -2.74
H -0.66 -2.38 -2.44
H -4.33 1.52 -2.08
H 0.46 -0.06 0.98
H 3.04 1.59 5.68
H -3.37 -0.71 2.91
H 5.30 2.86 6.48
H -3.25 0.70 -4.08
H -2.85 -2.10 -3.20
H -0.60 1.54 0.00
H -5.23 -2.34 2.68
H -1.95 -2.20 1.31
H -2.89 -2.72 -0.73
H 9.19 -1.47 4.34
H -2.76 -3.90 -3.53
H -1.07 3.17 -1.71
H -0.47 -2.77 2.59
H -5.04 -2.25 -2.42
H 3.11 1.48 3.18
H 6.65 3.47 4.20
H -4.72 -3.78 -1.62
H -3.12 -0.99 -7.91
H 1.40 2.04 -1.39
H -0.83 -0.48 -4.44
H 8.49 -2.85 2.11
H -5.31 0.25 -0.26

5.
6
Properties=species:S:1:pos:R:3 method="wB97M-V/def2-TZVPD" total_charge=+1 total_energy_ha=-1856.86136 fmax_ev_per_a=3.0
Zn -0.56 -1.00 1.34
C 0.92 -0.34 -0.61
C 0.17 0.63 -0.48
H 1.38 -1.20 -1.08
H -1.77 0.35 0.85
H -0.15 1.55 -0.02

6.
17
Properties=species:S:1:pos:R:3 method="wB97M-V/def2-TZVPD" total_energy_ha=-363.82284 fmax_ev_per_a=2.8
O 1.90 0.76 -0.80
N 1.55 -0.62 -0.66
C -0.29 0.59 -0.44
C -1.71 0.95 -0.21
C 0.18 -0.64 -1.20
C 0.77 1.46 -0.63
C 0.32 -1.53 1.65
C 0.95 -0.55 1.02
H 0.15 -0.56 -2.29
H -1.80 1.94 0.25
H 0.61 -1.81 2.65
H 1.67 0.08 1.53
H -2.27 0.96 -1.15
H -0.33 -1.55 -0.89
H -0.39 -2.19 1.16
H -2.17 0.21 0.45
H 0.88 2.51 -0.43